A cluster of 19 separate species, C70H194N16O19 in total at a distorted geometry. Source: the OMol25 dataset; level of theory: ωB97M-V/def2-TZVPD.

```
299
Properties=species:S:1:pos:R:3:forces:R:3
C 24.77444 14.76278 24.48281 1.2968 -1.4247 0.2501
C 24.53777 15.47377 23.19885 0.5234 0.4512 -1.5715
C 23.28079 15.01597 22.42874 0.9176 -0.4986 0.3492
O 23.25242 15.82556 21.28026 0.0275 -0.0815 0.0585
C 21.95811 15.97678 20.75340 0.9195 -0.3137 -0.7295
N 24.50715 16.93385 23.32250 0.0704 -0.3390 0.6785
H 24.19012 15.02182 25.33069 -0.7585 0.9306 0.6356
H 25.84491 14.85568 24.76701 -0.6845 -0.0666 -0.0315
H 24.54815 13.68744 24.38365 0.3268 0.1680 -0.2538
H 25.43913 15.30062 22.54972 -0.8649 -0.2777 0.2913
H 22.40154 15.18035 23.07235 0.0042 -0.0492 -0.1826
H 23.31836 13.93241 22.14127 -0.0762 0.7402 0.2224
H 21.34260 16.56208 21.43979 -0.3097 -0.0218 -0.2928
H 21.58035 14.98727 20.52672 -0.7393 -0.2649 0.2837
H 22.11981 16.40729 19.76432 -0.3806 0.5838 0.2406
H 24.16515 17.25664 22.42962 0.0512 0.3229 -0.1501
H 23.78925 17.15599 24.00056 -0.2198 0.3098 0.2437
C 20.41522 16.06295 15.68860 -0.6559 0.4137 0.4413
C 21.42549 15.31847 16.54469 -0.6698 0.1713 -0.2581
C 22.69503 16.12307 16.85592 -1.2153 -0.1512 -1.1782
O 23.52176 15.31724 17.65268 -0.2428 0.1699 -0.9563
C 24.73616 15.93861 17.95290 1.2030 -1.3247 0.0905
N 20.77208 14.93353 17.79248 0.3202 -1.3937 -0.9197
H 20.15728 17.00250 16.20193 -0.2179 -0.1574 -0.0234
H 19.48766 15.46041 15.56218 0.6479 0.3751 0.1614
H 20.75765 16.36913 14.71145 0.3665 -0.1273 -0.3791
H 21.63996 14.38650 16.02442 0.5430 -0.0898 -0.0451
H 22.36097 17.01440 17.40718 0.1933 0.1649 0.0708
H 23.10127 16.47135 15.87048 0.4545 -0.3429 0.8027
H 25.35212 16.18734 17.06885 -0.4760 0.0501 0.0499
H 25.30271 15.14180 18.48926 -0.2257 0.9830 0.0625
H 24.56337 16.83021 18.53412 0.2009 0.3883 0.4627
H 21.49977 14.37781 18.22194 -0.1810 0.0273 0.8362
H 20.59228 15.75080 18.32858 -0.2614 0.7293 0.7671
C 18.61273 20.38047 23.62405 -1.0867 1.3714 -2.1157
C 17.50703 21.45703 23.69085 -0.4928 -0.5365 0.3415
C 16.30928 21.14194 22.78149 1.0170 2.1141 -1.6221
O 16.66340 20.77128 21.45921 -0.1147 0.3203 -0.2472
C 17.08660 21.84107 20.61989 1.9654 0.4461 3.2712
N 16.80580 21.53658 24.95946 -0.0464 -0.4941 1.2082
H 19.02246 20.44138 22.58536 -0.3333 -0.5593 0.6201
H 18.11804 19.43755 23.80878 0.3869 -0.4805 0.1153
H 19.42640 20.61818 24.25798 0.6960 -0.0136 1.0367
H 17.87883 22.45464 23.47844 0.3029 0.1216 -0.2709
H 15.64495 22.05092 22.77702 0.4341 -0.7856 -0.0054
H 15.75358 20.32176 23.12143 -0.8311 -1.2504 0.9117
H 18.19222 21.88141 20.56780 -0.3871 -0.1971 -0.1520
H 16.82970 22.81694 21.04692 -0.4196 -0.0414 -0.1427
H 16.69652 21.70407 19.69043 -1.1346 -0.2888 -2.6971
H 16.40700 20.61218 25.12486 -0.2041 0.1885 0.0940
H 17.39337 21.68142 25.77616 0.2444 0.2718 -0.2803
C 18.46121 11.87669 15.95951 0.2113 -0.6405 0.7273
C 18.67627 11.44774 17.40676 -0.5921 -1.0153 0.2359
C 20.06752 10.87812 17.67078 0.1261 0.2649 1.3125
O 20.16616 9.63746 17.05312 0.3645 -1.6044 -0.5026
C 21.33243 8.83839 17.31886 0.9545 2.6996 0.2569
N 18.37988 12.58576 18.26014 -0.0877 0.2608 -0.7687
H 17.56666 12.46380 15.85259 -0.2313 0.5249 0.1741
H 18.32923 11.04528 15.28748 0.4848 -0.3885 -0.3020
H 19.35230 12.45154 15.75942 0.1340 0.4366 -0.8332
H 18.06124 10.57134 17.69011 -0.4410 0.6581 -0.1842
H 20.23750 10.77544 18.77916 -0.3523 0.0907 -0.6658
H 20.79948 11.60670 17.33308 0.6405 0.1187 -0.3864
H 21.43004 8.50424 18.37853 -0.4753 -0.1190 -0.7242
H 22.22349 9.51028 17.14132 -0.5127 -0.5518 0.2572
H 21.44366 8.08006 16.56332 -0.5174 -0.5689 0.0721
H 19.12961 13.26701 18.15779 0.0278 0.2114 0.1481
H 18.30762 12.26837 19.19792 0.2118 -0.2224 0.9341
C 14.77200 20.79746 16.56884 -1.9051 1.3104 -0.1143
C 14.47536 19.84787 15.40454 0.6875 1.9865 0.5664
C 12.98266 19.79485 15.08010 0.1110 -0.4973 0.4359
O 12.35509 19.07794 16.13427 -0.6566 0.4808 0.4372
C 12.45977 17.68095 16.10799 -1.3432 -0.2715 0.3440
N 15.33159 20.22504 14.27833 -0.7605 -1.4245 -1.0639
H 14.51520 21.83565 16.21585 -0.0294 -0.6837 0.4702
H 15.80678 20.85674 16.79449 1.1178 -0.3552 0.3055
H 14.18099 20.58028 17.50277 0.5576 0.1195 -1.0922
H 14.82772 18.90885 15.78671 -0.2665 -1.0719 -0.1777
H 12.94118 19.28236 14.09920 -0.6245 0.0444 0.2467
H 12.40193 20.75386 15.05296 1.0433 -0.5266 -0.2188
H 12.76707 17.23701 17.07108 0.0509 0.5032 -0.3517
H 13.10476 17.40978 15.32582 1.3421 -0.7447 -0.9237
H 11.48595 17.25096 15.81818 0.0613 0.0542 0.2754
H 15.44207 21.22036 14.17997 -0.2746 0.2103 -0.1862
H 14.95448 19.77872 13.39652 0.8938 0.9263 1.1154
C 14.08138 14.60267 21.72982 -0.1356 -0.0263 -0.6968
C 14.80391 14.31281 23.03043 -1.3750 0.5029 -0.5492
C 15.43265 15.54505 23.67263 0.3431 0.2680 -0.9085
O 16.39824 16.04010 22.71410 -1.0349 -1.2543 0.6216
C 17.02554 17.22128 23.05692 -0.0742 0.7506 0.2952
N 13.87121 13.77418 24.01561 -0.3262 0.0714 -0.4285
H 13.83887 13.68094 21.15578 -0.0231 0.3233 0.6244
H 14.73911 15.15613 21.03922 -0.4260 0.1835 0.4638
H 13.14306 15.14803 21.94221 0.4593 -0.0813 -0.2830
H 15.56844 13.58473 22.79424 0.7173 -0.0495 0.0402
H 15.84796 15.14927 24.60312 0.7725 0.4234 0.1613
H 14.76266 16.38163 23.96690 -0.0961 -0.7395 -0.4495
H 17.54580 17.10553 24.00475 0.1491 0.1666 0.4317
H 16.31254 18.08987 23.13343 0.5589 -0.6451 -0.1880
H 17.77906 17.38139 22.29224 -0.0373 0.3659 -0.0139
H 13.21614 13.09632 23.61181 0.5466 0.2813 0.2227
H 14.46289 13.32809 24.68256 -0.1798 -0.6849 0.8693
C 9.45722 19.56564 20.06397 -0.8209 -1.3769 -1.5999
C 9.88003 20.81166 19.32224 1.4833 0.8336 -1.3200
C 11.35751 21.20905 19.43852 -0.2881 -0.9853 1.8356
O 11.52235 21.73033 20.78158 0.7771 -0.0302 -1.3884
C 12.85923 22.18432 20.98999 -1.0436 0.1561 0.5752
N 9.66073 20.90627 17.83554 0.2021 -0.9398 0.6814
H 8.42307 19.33762 19.72721 0.3539 0.0689 0.2172
H 9.40035 19.56961 21.14720 0.5126 0.4338 0.0961
H 10.04695 18.70178 19.69330 -0.0903 0.3194 0.4636
H 9.31883 21.64644 19.70497 -0.1729 0.4763 0.3156
H 11.57323 21.89576 18.64606 0.1277 1.0869 -0.1164
H 12.07524 20.37434 19.25186 -0.5578 0.0070 0.3047
H 12.79890 22.87372 21.83344 0.2572 -0.2485 0.1831
H 13.22601 22.76575 20.15742 0.1610 0.0958 -0.5717
H 13.52206 21.34812 21.19633 0.2689 -0.0977 0.1012
H 8.68947 20.73842 17.68671 -0.7617 -0.1705 -0.4818
H 10.18272 20.20765 17.28088 -0.2365 0.2932 0.6502
C 17.25906 17.04739 13.79614 1.0880 0.0576 -0.1500
C 15.81154 16.66188 13.67423 0.0711 -0.4924 0.6337
C 15.36284 16.75275 12.24429 0.0699 -0.7904 0.1235
O 15.43820 18.03846 11.71650 -0.0499 0.9668 -0.7950
C 15.44135 18.02730 10.27321 1.0446 0.4621 1.3684
N 15.50279 15.28478 14.14187 0.4093 0.4003 0.3635
H 17.96323 16.48349 13.13692 -0.6466 0.1046 0.4315
H 17.62352 16.96569 14.83399 -0.1479 0.0796 -0.3875
H 17.29481 18.09787 13.47273 0.2066 -0.2214 0.2343
H 15.31248 17.41126 14.29413 -0.4782 0.1274 -0.1327
H 14.35848 16.37855 12.26353 -1.0797 -0.1730 -0.4823
H 15.94989 16.02659 11.66556 0.1159 0.1329 -0.0468
H 14.56214 17.55184 9.90504 -0.9142 -0.0558 -0.4846
H 16.28873 17.43472 9.98698 0.5396 -0.4901 -0.4685
H 15.63408 19.03849 9.88069 -0.5511 -0.3160 0.3776
H 15.97894 15.15286 15.05109 -0.3024 -0.0470 -0.5730
H 14.49474 15.14500 14.28486 0.5778 0.2350 -0.0819
C 19.44095 14.37706 23.07826 0.2447 -0.1618 -0.2831
C 19.16101 13.68470 21.75002 -2.9394 -1.7288 0.9155
C 18.40795 12.30843 22.15880 2.9155 0.4439 -0.5658
O 18.43882 11.40148 21.02409 -0.2553 1.4584 1.7023
C 18.01812 10.15735 21.50362 -0.4192 0.2194 -0.1818
N 18.23511 14.47563 20.91263 1.1608 0.4343 -0.2382
H 18.51969 14.55141 23.64091 -0.0832 0.0237 -0.1497
H 19.87965 15.33276 22.83040 0.2208 0.3626 0.2881
H 20.10936 13.77680 23.72138 -0.1014 0.3346 -0.4552
H 20.06974 13.44740 21.19272 -0.1172 -0.0866 0.1523
H 17.41413 12.39437 22.60832 -0.2321 0.4648 -0.5567
H 19.02652 11.87997 22.98718 -0.1947 -0.0885 -0.6037
H 18.70001 9.82536 22.29933 -0.4660 -0.2360 -0.0214
H 18.04937 9.54356 20.64830 0.2842 -1.3187 -0.8427
H 16.95169 10.19077 21.77637 0.3042 -0.0319 0.5608
H 17.99838 13.96299 20.06582 -0.2871 0.1932 0.2995
H 17.42201 14.76709 21.44514 -0.1101 -0.1485 -0.1232
C 14.82782 14.99549 18.03528 -0.5129 -0.5553 1.1451
C 15.65640 16.10460 17.45783 0.3221 -0.4766 -0.6996
C 15.99289 17.27934 18.33627 0.6504 0.1520 0.3112
O 14.86509 17.86312 18.88619 -1.4820 -0.0185 -0.7218
C 15.04400 19.06701 19.57956 1.5645 -0.7820 0.3053
N 16.92303 15.51050 17.01910 -0.6736 1.6179 -1.2821
H 15.08434 14.72040 19.08747 0.1849 0.4058 -0.7553
H 14.94574 14.05762 17.46580 -0.2159 0.4883 -0.0674
H 13.78717 15.30444 18.07557 -0.2576 -0.2166 -0.0790
H 15.12788 16.54709 16.57639 0.1991 -0.4799 0.4142
H 16.46805 17.96861 17.61082 0.3129 0.2537 0.5395
H 16.71776 16.97557 19.12628 -0.2443 0.2056 -0.3727
H 15.81864 19.71889 19.14362 -0.4810 -0.0818 -0.1807
H 15.39769 18.80313 20.55638 0.5539 0.0924 0.7924
H 14.10884 19.53910 19.74988 -0.8256 0.5665 -0.4146
H 17.13553 14.67488 17.48329 0.4659 -1.3859 0.9234
H 17.65963 16.18134 17.14857 0.6163 -0.0454 0.0071
C 25.49704 19.56737 19.94053 -1.2708 0.5267 0.2201
C 25.62110 20.60792 18.84175 0.8683 1.1178 -0.9791
C 25.16011 20.11874 17.48072 0.4439 -0.3797 -0.3368
O 26.15140 19.18814 17.03271 -0.5139 0.1725 -0.7089
C 25.99350 18.85302 15.66475 -0.8409 -1.1288 -0.4397
N 24.84347 21.83319 19.05264 -0.5952 0.2442 0.4210
H 25.54845 20.02710 20.92951 0.6739 -0.0660 0.0514
H 26.12965 18.70218 19.83001 0.6204 0.0790 -0.0118
H 24.48898 19.14860 19.95967 -0.3399 0.0197 -0.3389
H 26.66938 20.94908 18.69446 -0.1962 -0.7853 0.2841
H 25.05221 20.96376 16.76835 0.2894 -0.2750 0.2827
H 24.14445 19.68332 17.55802 0.3219 -0.2598 -0.0449
H 26.02071 19.70005 14.97171 0.1678 0.2878 0.3173
H 24.99735 18.35647 15.47940 0.6993 0.3493 0.2697
H 26.76273 18.12245 15.33702 -0.2778 0.5178 0.5500
H 25.21534 22.63936 18.53180 -0.2229 -0.7056 0.3862
H 24.77434 22.08263 20.02626 0.1335 0.1442 0.1854
C 21.80765 23.92831 18.97005 -0.9845 0.0796 0.6528
C 21.12003 22.74737 18.32030 -0.1346 -1.4650 0.8765
C 19.81816 22.99768 17.50999 1.3327 -0.2883 -1.3054
O 18.81668 23.56212 18.27565 -0.5390 0.6009 0.7687
C 17.57962 23.81273 17.60720 0.4054 -1.0085 0.2648
N 22.08364 21.86637 17.55088 -1.8761 0.2505 -0.0075
H 22.29428 23.71118 19.95340 0.1394 -0.1894 -1.1180
H 20.99779 24.58776 19.27200 -0.1109 0.4191 -0.0899
H 22.41174 24.44038 18.24977 0.7333 0.3747 -0.1529
H 20.68751 22.18353 19.18014 0.2570 -0.0446 -0.2303
H 19.56330 21.99591 17.14610 -0.4014 -0.1027 -0.0613
H 19.94167 23.61265 16.60515 0.4555 0.0245 0.0048
H 17.64957 24.47941 16.72450 0.2252 -0.4224 0.3287
H 16.96802 24.27446 18.36529 -0.3399 0.2887 0.0838
H 17.11635 22.82881 17.35936 0.1719 0.6521 -0.2739
H 22.81321 21.52266 18.16675 0.1179 0.3144 0.1929
H 21.53368 21.04352 17.24815 0.5006 0.5332 -0.0189
C 12.82102 20.66788 25.94677 1.0568 -1.0647 0.0942
C 12.33456 19.21770 25.74866 0.0853 -0.7537 -0.3462
C 12.89497 18.44028 24.51697 0.3116 -0.1078 1.7477
O 12.62569 19.09448 23.33092 0.0188 0.0608 -0.0232
C 12.94083 18.36705 22.17407 0.2716 0.8781 -0.9060
N 12.55293 18.31973 26.90014 -0.2755 1.0026 0.9349
H 12.79092 21.12802 24.98238 -0.0086 0.6691 -0.5966
H 13.89387 20.65552 26.28010 -0.8108 0.0188 -0.2785
H 12.26448 21.27600 26.66574 -0.1484 -0.3648 -0.0867
H 11.25760 19.16158 25.57150 -0.1042 0.4883 0.1059
H 12.44848 17.42705 24.62137 0.0435 0.3992 -0.4736
H 13.98159 18.29384 24.65067 0.1085 0.1157 -0.0422
H 12.66261 19.05468 21.38641 -0.3147 -0.0297 -0.4467
H 12.35467 17.46530 22.05735 -0.1085 -0.4293 0.2003
H 14.01434 18.17726 21.95885 -0.3263 -0.1746 0.8625
H 12.07157 18.80788 27.67869 0.4164 -0.7547 -0.3603
H 13.53944 18.31325 27.18332 -0.3114 0.0845 -0.2818
C 22.71599 20.47346 13.43770 -0.1302 0.0961 -2.0991
C 21.80857 21.71700 13.38525 -0.7149 -1.1975 2.3942
C 20.35984 21.43215 13.86268 0.5155 0.0092 -0.6752
O 20.37269 20.64136 15.01899 0.5537 0.1664 0.2820
C 19.18452 19.96960 15.26996 -2.0473 0.3006 -0.5600
N 22.39279 22.72906 14.22047 1.0889 0.0533 0.8463
H 23.69820 20.76353 12.98120 -0.6587 -0.2595 0.6890
H 22.27642 19.74874 12.70713 0.3796 0.0790 0.8204
H 22.84319 20.02279 14.42979 -0.1670 0.2877 -0.2924
H 21.64348 22.04806 12.39264 0.4737 0.5420 -1.2242
H 19.84868 20.97281 13.01645 -0.3858 -0.6436 0.0792
H 19.83150 22.39275 14.02298 0.1536 -0.1830 0.1751
H 18.93642 19.29998 14.41475 0.1413 0.1184 0.6342
H 18.28867 20.68429 15.33899 1.0345 -0.7340 0.0581
H 19.24387 19.40835 16.21444 0.1847 0.1586 -0.4210
H 22.53508 22.35053 15.17518 0.0057 0.1308 -0.6434
H 21.69842 23.42482 14.36617 -0.4545 1.0215 0.0898
C 19.08206 26.57636 26.17160 1.6421 0.4484 -0.5315
C 18.41523 25.94627 24.96486 1.1265 0.1443 -0.4623
C 19.45764 25.34943 23.99269 0.1492 1.2650 0.3676
O 18.82228 24.80303 22.86101 0.4681 -0.0457 -0.1843
C 19.73502 24.06698 22.05920 0.1954 -0.1604 -0.9021
N 17.51118 24.94302 25.40544 -0.6676 -0.7921 0.8663
H 19.90234 27.22181 25.83090 -0.3369 0.3277 -0.1290
H 19.65716 25.91854 26.82486 -0.4987 -0.6567 0.0561
H 18.41638 27.17335 26.76118 -0.4923 0.1703 0.3055
H 17.89613 26.74772 24.45671 -0.4071 0.1644 -0.3193
H 19.88957 24.54634 24.54511 0.8451 -0.8494 0.5196
H 20.28145 26.09083 23.75242 -0.8719 -0.6344 -0.1358
H 19.19474 23.71900 21.17077 -0.1008 -0.1085 0.3557
H 20.26698 23.21881 22.54284 -0.6452 0.4975 0.1766
H 20.52819 24.68936 21.62345 -0.0190 0.3013 0.4105
H 17.16076 24.37346 24.63853 0.1488 -0.0695 0.3613
H 17.99207 24.38081 26.12514 -0.6393 0.0624 -0.7415
C 24.54913 18.28559 26.95453 -0.6036 0.1103 0.5696
C 23.16777 18.84370 27.16929 -0.8571 0.2463 -0.3723
C 21.98619 17.89183 26.91741 0.7520 0.8568 -1.8691
O 22.03372 17.58820 25.52675 -1.1369 -0.4431 -0.9998
C 20.87152 16.89854 25.00159 1.9562 -0.8508 0.7343
N 23.07362 19.38049 28.51289 -0.1932 0.5712 0.8025
H 25.24654 19.07003 27.17798 0.5118 0.3593 -0.1895
H 24.71314 17.83672 26.00260 0.0970 -0.1042 -0.8315
H 24.69389 17.53646 27.69921 0.3196 -0.8543 0.6616
H 23.00449 19.67417 26.43259 0.1133 -0.4543 0.6942
H 21.10452 18.50456 27.09636 -0.4602 -0.3656 0.4579
H 22.02349 16.94592 27.42373 -0.0932 -0.3263 0.9844
H 19.97309 17.45518 24.96494 -0.9057 1.1258 0.2226
H 20.67926 15.97632 25.57484 0.0622 0.1712 -0.0489
H 21.11713 16.60142 23.99062 0.1602 0.0677 -0.1532
H 23.14383 18.67970 29.27008 -0.1929 0.5351 -0.8352
H 22.23210 19.95756 28.62672 0.5297 -0.5368 0.1583
C 22.59196 11.18914 20.17440 -0.6289 0.0805 0.1655
C 21.85120 10.70528 21.46502 0.7150 1.2535 -0.1547
O 21.90861 11.76717 22.48507 -0.1054 -0.8298 -1.0729
H 22.56058 10.48918 19.35569 0.0033 -0.7691 -0.0227
H 23.63816 11.44249 20.31290 0.2380 -0.1372 0.4847
H 22.16193 12.07327 19.69678 -0.3864 0.1766 0.5581
H 22.38365 9.88490 21.95137 -0.2499 -0.4580 -0.5599
H 20.80035 10.46141 21.27618 0.3028 0.1159 0.0498
H 22.86552 11.80269 22.55986 0.1139 0.6301 0.6154
C 19.31682 19.30129 19.12549 -1.4858 0.2009 0.4280
C 19.10234 18.20284 20.14884 -0.6058 1.1294 0.4480
O 19.17198 16.97901 19.51327 0.0726 -1.1087 -0.8731
H 18.61446 19.13633 18.30441 -0.3780 0.2335 0.2064
H 20.24555 19.26398 18.63903 1.7413 -0.0853 -0.3102
H 19.15772 20.29810 19.57610 0.0880 -0.4510 -0.3170
H 18.16223 18.42796 20.67712 -0.2730 -0.3430 -0.5176
H 19.81058 18.28296 20.95338 0.9621 0.0079 0.5009
H 18.78095 16.20083 19.96855 0.1328 0.3215 0.4517
C 22.44852 19.66350 22.63055 -0.0244 -0.5076 0.0249
C 22.06002 20.96079 21.94520 -0.1925 -0.3190 0.5894
O 22.27082 22.14461 22.69218 1.0374 -0.0672 0.3947
H 23.44131 19.55101 23.08462 -0.0404 0.6691 -0.0602
H 22.44251 18.86190 21.87186 -0.4189 0.1119 0.2594
H 21.70266 19.48001 23.41140 0.2355 -0.3643 -0.0597
H 20.98880 20.89987 21.81701 -0.3252 0.1119 -0.4497
H 22.53995 21.07078 21.00051 0.3316 -0.0548 -1.0635
H 23.23768 22.17993 22.79675 -0.5039 0.3312 0.2435
```
Forces are in eV/Å.

As for the LUMO energy: 0.3 eV. The frontier orbital gap is 9.02 eV. The multiplicity is 1. The value obtained for the energy relative to the best compared isomer or geometry (same formula, charge and spin) is 0.0 kJ/mol. The net charge is 0. The total energy is -5088.6620 hartree.